(1)
{
  "formula": "CH8N4O",
  "method": "the ωB97M-V functional and the def2-TZVPD basis",
  "symbols": ["C", "N", "N", "N", "H", "H", "H", "H", "H", "N", "O", "H", "H", "H"],
  "coordinates": [[1.6178, 0.5879, -0.3885], [-0.3008, -1.1117, 1.2909], [-0.5787, 0.0188, 0.5227], [0.4724, 0.9372, 0.4449], [-0.5291, -0.9242, 2.2596], [0.6378, -1.4865, 1.1514], [2.0769, -0.3287, -0.0165], [2.3447, 1.3927, -0.3040], [1.3696, 0.4561, -1.4475], [-1.0734, -0.2655, -0.8355], [-2.4944, -0.3938, -0.8507], [-2.8310, 0.5108, -0.8174], [-0.7689, -1.1999, -1.1203], [0.0571, 1.8068, 0.1109]],
  "e_tot_ha": -337.004919,
  "charge": 0,
  "e_homo_ev": -9.1,
  "smiles": "CNN(N)NO"
}

(2)
{
  "formula": "C6H10O",
  "method": "the ωB97M-V functional and the def2-TZVPD basis",
  "symbols": ["O", "C", "C", "C", "C", "C", "C", "H", "H", "H", "H", "H", "H", "H", "H", "H", "H"],
  "coordinates": [[-1.5521, -1.3651, 1.0122], [-1.2312, -0.0131, 0.6550], [0.0872, 0.4701, 1.2583], [1.2939, -0.1164, 0.5294], [1.2949, 0.3515, -0.9299], [-0.0827, 0.1989, -1.5477], [-1.1980, -0.0195, -0.8438], [-1.7017, -1.8085, 0.1794], [-2.0371, 0.6347, 1.0411], [0.1099, 0.2320, 2.3254], [0.1150, 1.5670, 1.1670], [1.2271, -1.2110, 0.5672], [2.2301, 0.1628, 1.0285], [1.6752, 1.3815, -1.0051], [2.0051, -0.2521, -1.5159], [-0.1289, 0.1885, -2.6345], [-2.1067, -0.4014, -1.2866]],
  "e_tot_ha": -309.835070,
  "charge": 0,
  "e_homo_ev": -9.6,
  "smiles": "O[C@@H]1C=CCCC1"
}

Repeat the second record exactly.
{
  "formula": "C6H10O",
  "method": "the ωB97M-V functional and the def2-TZVPD basis",
  "symbols": ["O", "C", "C", "C", "C", "C", "C", "H", "H", "H", "H", "H", "H", "H", "H", "H", "H"],
  "coordinates": [[-1.5521, -1.3651, 1.0122], [-1.2312, -0.0131, 0.6550], [0.0872, 0.4701, 1.2583], [1.2939, -0.1164, 0.5294], [1.2949, 0.3515, -0.9299], [-0.0827, 0.1989, -1.5477], [-1.1980, -0.0195, -0.8438], [-1.7017, -1.8085, 0.1794], [-2.0371, 0.6347, 1.0411], [0.1099, 0.2320, 2.3254], [0.1150, 1.5670, 1.1670], [1.2271, -1.2110, 0.5672], [2.2301, 0.1628, 1.0285], [1.6752, 1.3815, -1.0051], [2.0051, -0.2521, -1.5159], [-0.1289, 0.1885, -2.6345], [-2.1067, -0.4014, -1.2866]],
  "e_tot_ha": -309.835070,
  "charge": 0,
  "e_homo_ev": -9.6,
  "smiles": "O[C@@H]1C=CCCC1"
}

Question: charge of number 2 (C6H10O)?
Answer: 0